Entry 1:
This record from the Open Molecules 2025 dataset describes a gas-phase ion, C4H13N2 (charge +1) in a non-equilibrium geometry. The level of theory is ωB97M-V/def2-TZVPD.

Results
ΔE to the lowest compared entry with this formula, charge and spin (kcal/mol): 52.3
DFT total energy (Ha): -269.4173
SMILES string: CNC[C@@H](C)[NH3+]
Molar mass (g mol⁻¹): 89.16
Frontier orbital gap (eV): 9.92

Geometry as ORCA input:
```
! wB97M-V def2-TZVPD RIJCOSX def2/J DEFGRID3
* xyz 1 1
C -2.4315 1.1279 0.4167
N -1.1238 0.4404 0.9001
C -0.6218 -0.4794 -0.1133
C 0.8088 0.0604 -0.2166
C 1.6756 -0.1898 0.9677
N 1.4859 -0.6560 -1.5496
H -2.6555 0.8539 -0.5996
H -3.2404 0.9358 1.0066
H -2.2808 2.1683 0.5577
H -1.3568 -0.1169 1.6639
H -1.1401 -0.5198 -1.1058
H -0.6503 -1.5631 0.0887
H 0.8326 1.0683 -0.5267
H 1.8411 -1.2549 1.2282
H 1.1260 0.2999 1.8793
H 2.7682 0.1362 0.9925
H 0.8466 -0.7561 -2.3222
H 2.1554 -0.0013 -1.8387
H 1.9609 -1.5537 -1.4289
*
```

And the Mulliken charges, in e, turn out to be: -0.899, -0.329, -0.772, 0.456, -1.321, -0.416, 0.286, 0.344, 0.312, 0.271, 0.360, 0.384, 0.201, 0.353, 0.339, 0.389, 0.325, 0.367, 0.349

Entry 2:
This record from the Open Molecules 2025 dataset describes a gas-phase ion, C4H13N2 (charge +1) in a non-equilibrium geometry. The level of theory is ωB97M-V/def2-TZVPD.

Results
ΔE to the lowest compared entry with this formula, charge and spin (kcal/mol): 11.6
DFT total energy (Ha): -269.4822
SMILES string: C[C@@H]([NH3+])CCN
Molar mass (g mol⁻¹): 89.16
Frontier orbital gap (eV): 11.29

Geometry as ORCA input:
```
! wB97M-V def2-TZVPD RIJCOSX def2/J DEFGRID3
* xyz 1 1
C 1.4167 0.7765 1.6547
C 0.5098 0.6524 0.4384
N 1.3702 0.0688 -0.6467
C -0.6507 -0.3047 0.7306
C -1.7099 -0.2663 -0.3646
N -1.0916 -0.7746 -1.6103
H 1.0541 1.4864 2.4053
H 2.3651 1.1881 1.4331
H 1.4624 -0.1308 2.2595
H 0.1915 1.6325 0.0887
H 0.7468 -0.3858 -1.3527
H 2.0815 -0.6004 -0.3602
H 1.8534 0.7995 -1.1725
H -0.9889 -0.1858 1.7553
H -0.1857 -1.2972 0.6682
H -2.5450 -0.9020 -0.0898
H -2.0639 0.7534 -0.5080
H -1.0472 -1.7824 -1.4883
H -1.7257 -0.6622 -2.3950
*
```

And the Mulliken charges, in e, turn out to be: -1.613, 0.444, -0.292, -0.949, -0.664, -0.667, 0.401, 0.479, 0.383, 0.334, 0.337, 0.364, 0.381, 0.436, 0.357, 0.372, 0.403, 0.247, 0.247

Entry 3:
This record from the Open Molecules 2025 dataset describes 2 unconnected molecules or ions with the total composition C4H13N2 in a non-equilibrium geometry. The level of theory is ωB97M-V/def2-TZVPD.

Results
ΔE to the lowest compared entry with this formula, charge and spin (kcal/mol): 101.4
DFT total energy (Ha): -269.3391
Molar mass (g mol⁻¹): 89.16
Frontier orbital gap (eV): 10.30

Geometry as ORCA input:
```
! wB97M-V def2-TZVPD RIJCOSX def2/J DEFGRID3
* xyz 1 1
C 2.4445 0.0687 0.0986
C -0.4588 -0.5809 -1.3576
C -1.7633 0.8314 0.0794
C -0.3106 -0.8225 1.0448
N 0.5610 1.1334 -0.1376
N -0.4566 0.1449 -0.0693
H 2.4201 -0.2112 1.1350
H 2.3837 -0.6803 -0.6641
H 3.0413 0.9303 -0.1438
H -1.2084 -1.3696 -1.3441
H -0.6723 0.1175 -2.1630
H 0.5179 -1.0195 -1.5387
H -1.8351 1.3047 1.0575
H -1.8699 1.5920 -0.6915
H -2.5706 0.1072 -0.0196
H 0.5473 -1.4677 0.8691
H -0.1732 -0.2930 1.9874
H -1.2003 -1.4450 1.1228
H 0.6031 1.6593 0.7346
*
```

And the Mulliken charges, in e, turn out to be: -0.570, -0.687, -0.823, -0.839, -0.972, 0.394, 0.326, 0.342, 0.281, 0.398, 0.321, 0.263, 0.371, 0.358, 0.396, 0.413, 0.368, 0.362, 0.300

Entry 4:
This record from the Open Molecules 2025 dataset describes 2 unconnected molecules or ions with the total composition C4H13N2O in a non-equilibrium geometry. The level of theory is ωB97M-V/def2-TZVPD.

Results
ΔE to the lowest compared entry with this formula, charge and spin (kcal/mol): 35.0
DFT total energy (Ha): -344.7111
Molar mass (g mol⁻¹): 105.16
Frontier orbital gap (eV): 10.13

Geometry as ORCA input:
```
! wB97M-V def2-TZVPD RIJCOSX def2/J DEFGRID3
* xyz 1 1
C -1.4251 1.1884 1.4772
C -1.4233 1.9455 0.1631
C -0.8820 1.1810 -1.0418
N 0.3557 0.4537 -0.7241
C 1.0228 -0.4479 -1.4595
N 1.2542 -1.6083 -0.9186
H -0.4603 1.1125 1.9723
H -1.7978 0.1572 1.3852
H -2.1353 1.6616 2.1562
H -0.8432 2.8754 0.2181
H -2.4375 2.2341 -0.1166
H -0.7275 1.8711 -1.8799
H -1.6257 0.4762 -1.4152
H 0.7279 0.7517 0.1622
H 1.3377 -0.2971 -2.4906
H 1.9538 -2.2087 -1.3418
H 0.9325 -1.8774 0.0313
H 0.3098 -2.3030 2.4124
H 1.8350 -2.1898 2.1625
O 0.9804 -2.1950 1.7415
*
```

And the Mulliken charges, in e, turn out to be: -1.067, -0.505, -0.626, -0.102, 0.018, -0.176, 0.352, 0.262, 0.346, 0.314, 0.336, 0.337, 0.373, 0.238, 0.403, 0.254, 0.279, 0.311, 0.306, -0.653

Entry 5:
This record from the Open Molecules 2025 dataset describes a gas-phase ion, C4H13N2O (charge +1) in a non-equilibrium geometry. The level of theory is ωB97M-V/def2-TZVPD.

Results
ΔE to the lowest compared entry with this formula, charge and spin (kcal/mol): 36.4
DFT total energy (Ha): -344.7088
SMILES string: NCC[C@H]([NH3+])CO
Molar mass (g mol⁻¹): 105.16
Frontier orbital gap (eV): 10.47

Geometry as ORCA input:
```
! wB97M-V def2-TZVPD RIJCOSX def2/J DEFGRID3
* xyz 1 1
N -1.0656 2.1330 0.2462
C 0.3288 1.9064 0.7069
C 0.5178 0.4155 0.9574
C 0.3788 -0.3707 -0.3361
N -1.1436 -0.6088 -0.6039
C 1.0007 -1.7618 -0.3040
O 0.4018 -2.5426 -1.3315
H -1.7334 1.9928 0.9835
H -1.2916 2.9442 -0.3137
H 0.4469 2.5418 1.5790
H 0.9839 2.2879 -0.0708
H -0.2717 0.0935 1.6344
H 1.4858 0.2399 1.4267
H 0.6215 0.2065 -1.2278
H -1.7980 0.0270 -0.1541
H -1.3185 -1.6112 -0.4862
H -1.2230 -0.5950 -1.6167
H 0.7257 -2.1822 0.6602
H 2.0885 -1.7401 -0.3459
H 0.8651 -3.3761 -1.4036
*
```

And the Mulliken charges, in e, turn out to be: -0.550, -0.694, -0.864, 0.252, -0.340, -0.821, -0.547, 0.235, 0.184, 0.352, 0.420, 0.382, 0.402, 0.409, 0.292, 0.358, 0.364, 0.395, 0.436, 0.333

Entry 6:
This record from the Open Molecules 2025 dataset describes a gas-phase ion, C4H13N2O (charge +1) in a non-equilibrium geometry. The level of theory is ωB97M-V/def2-TZVPD.

Results
ΔE to the lowest compared entry with this formula, charge and spin (kcal/mol): 60.6
DFT total energy (Ha): -344.6703
SMILES string: NCC[C@@H]([NH3+])CO
Molar mass (g mol⁻¹): 105.16
Frontier orbital gap (eV): 10.78

Geometry as ORCA input:
```
! wB97M-V def2-TZVPD RIJCOSX def2/J DEFGRID3
* xyz 1 1
N 2.1260 0.7136 -0.3841
C 0.9719 1.2282 -1.1698
C -0.3134 1.0893 -0.3334
C -0.3534 -0.4342 -0.0329
N 0.4803 -0.8227 1.2011
C -1.8331 -0.7732 0.2680
O -2.0091 -1.8096 1.1595
H 2.5412 1.3564 0.2257
H 2.8305 0.3776 -0.9173
H 1.1308 2.2821 -1.6557
H 1.0522 0.5595 -2.1155
H -0.4550 1.9316 0.3340
H -1.2349 1.2852 -0.9902
H 0.0479 -0.9271 -0.8977
H 1.4695 -0.4497 1.1399
H 0.5191 -1.8613 1.4061
H 0.1284 -0.2965 2.0394
H -2.3920 0.1768 0.7396
H -2.3808 -0.9504 -0.7541
H -2.3260 -2.6755 0.7374
*
```

And the Mulliken charges, in e, turn out to be: -0.505, -0.681, -0.749, 0.163, -0.332, -0.670, -0.549, 0.233, 0.164, 0.318, 0.367, 0.404, 0.363, 0.328, 0.367, 0.359, 0.402, 0.286, 0.363, 0.369

Entry 7:
This record from the Open Molecules 2025 dataset describes 2 unconnected molecules or ions with the total composition C4H13N2O in a non-equilibrium geometry. The level of theory is ωB97M-V/def2-TZVPD.

Results
ΔE to the lowest compared entry with this formula, charge and spin (kcal/mol): 55.6
DFT total energy (Ha): -344.6783
Molar mass (g mol⁻¹): 105.16
Frontier orbital gap (eV): 8.87

Geometry as ORCA input:
```
! wB97M-V def2-TZVPD RIJCOSX def2/J DEFGRID3
* xyz 1 1
C 1.4825 -0.2321 -0.6294
C 0.3626 0.8475 -1.0127
C -0.9499 0.9042 -0.2865
C -2.2216 0.8868 -0.7501
N -3.3328 0.9194 0.0486
N 0.6027 -1.3124 -0.0914
H 1.8875 -0.3856 -1.6105
H 1.9992 0.2812 0.1794
H 0.1770 0.7308 -2.0799
H 0.8717 1.8257 -0.9717
H -0.8600 1.3226 0.7442
H -2.4523 0.7261 -1.8023
H -3.1183 0.8390 1.0268
H -4.1318 0.4241 -0.3119
H -0.3017 -1.0455 0.3248
H 1.1668 -1.7310 0.6641
H 0.5323 -2.0861 -0.7536
H 3.3938 -0.7168 2.0494
H 2.3233 -1.0063 3.0864
O 2.5691 -1.1915 2.1763
*
```

And the Mulliken charges, in e, turn out to be: -0.424, -0.809, -0.701, 0.075, -0.473, -0.267, 0.342, 0.294, 0.371, 0.400, 0.338, 0.325, 0.220, 0.254, 0.346, 0.367, 0.342, 0.320, 0.324, -0.644

Entry 8:
This record from the Open Molecules 2025 dataset describes 2 unconnected molecules or ions with the total composition C4H13N2O in a non-equilibrium geometry. The level of theory is ωB97M-V/def2-TZVPD.

Results
ΔE to the lowest compared entry with this formula, charge and spin (kcal/mol): 51.3
DFT total energy (Ha): -344.6851
Molar mass (g mol⁻¹): 105.16
Frontier orbital gap (eV): 11.27

Geometry as ORCA input:
```
! wB97M-V def2-TZVPD RIJCOSX def2/J DEFGRID3
* xyz 1 1
C 1.8989 -2.2774 0.9321
C 0.3564 -1.9528 0.8153
C 0.0962 -1.6284 -0.6212
N -0.9081 -0.5933 -0.9049
C -0.6962 0.6546 -0.4799
N -1.5553 1.6787 -0.7602
H 1.9143 -3.2286 1.4416
H 2.3355 -2.5292 -0.0569
H 2.5605 -1.5438 1.4855
H -0.0536 -2.7914 1.4132
H 0.1393 -1.0729 1.3903
H 1.0004 -1.2589 -1.1576
H -0.4629 -2.3928 -1.2227
H -1.7037 -0.8902 -1.5759
H 0.1957 0.9055 0.0272
H -1.1744 2.5169 -0.4935
H -2.2376 1.6193 -1.4031
H 0.4704 3.1489 1.6313
H 0.3125 4.3176 0.5215
O 0.5019 3.3532 0.7221
*
```

And the Mulliken charges, in e, turn out to be: -1.037, -0.169, -0.667, -0.212, 0.017, -0.254, 0.328, 0.361, 0.280, 0.321, 0.243, 0.347, 0.215, 0.315, 0.479, 0.237, 0.198, 0.328, 0.336, -0.666

Entry 9:
This record from the Open Molecules 2025 dataset describes a gas-phase ion, C4H13N2O (charge +1) in a non-equilibrium geometry. The level of theory is ωB97M-V/def2-TZVPD.

Results
ΔE to the lowest compared entry with this formula, charge and spin (kcal/mol): 22.7
DFT total energy (Ha): -344.7306
SMILES string: C[C@H](O)[C@@H]([NH3+])CN
Molar mass (g mol⁻¹): 105.16
Frontier orbital gap (eV): 11.40

Geometry as ORCA input:
```
! wB97M-V def2-TZVPD RIJCOSX def2/J DEFGRID3
* xyz 1 1
C -1.4326 1.9298 0.4985
C -0.9383 0.7583 -0.3382
O -1.7854 -0.3774 -0.2446
C 0.4245 0.2583 0.1236
N 0.2543 -0.7934 1.1875
C 1.2217 -0.4367 -0.9855
N 2.3326 -1.1845 -0.3882
H -0.8473 2.8192 0.2687
H -2.4960 2.1166 0.3177
H -1.3777 1.6839 1.5631
H -0.8543 1.0622 -1.3803
H -2.6041 -0.2091 -0.7225
H 1.0715 1.0176 0.5670
H -0.5765 -1.3479 0.9385
H 1.0811 -1.4027 1.1116
H 0.0830 -0.3813 2.0981
H 1.5274 0.2377 -1.7792
H 0.5544 -1.1629 -1.4599
H 3.1018 -0.5913 -0.1071
H 2.6666 -1.8751 -1.0513
*
```

And the Mulliken charges, in e, turn out to be: -1.273, 0.094, -0.616, -0.184, -0.246, -0.824, -0.582, 0.369, 0.373, 0.292, 0.407, 0.363, 0.438, 0.359, 0.415, 0.345, 0.395, 0.429, 0.200, 0.245

Entry 10:
This record from the Open Molecules 2025 dataset describes 2 unconnected molecules or ions with the total composition C4H13N2O in a non-equilibrium geometry. The level of theory is ωB97M-V/def2-TZVPD.

Results
ΔE to the lowest compared entry with this formula, charge and spin (kcal/mol): 35.1
DFT total energy (Ha): -344.7109
Molar mass (g mol⁻¹): 105.16
Frontier orbital gap (eV): 9.61

Geometry as ORCA input:
```
! wB97M-V def2-TZVPD RIJCOSX def2/J DEFGRID3
* xyz 1 1
C 0.5351 -0.6209 -1.4859
C -0.3118 0.6114 -1.2088
C -0.2974 1.2256 0.1745
C -1.4037 1.3853 0.8809
N 1.0209 1.4443 0.6366
N 0.0676 -1.8926 -0.7626
H 1.5247 -0.4081 -1.0918
H 0.4827 -0.8498 -2.5440
H 0.2069 1.3424 -1.8575
H -1.3039 0.6627 -1.6604
H -2.4050 1.1606 0.5455
H -1.3522 1.6909 1.9240
H -0.0463 -0.4389 1.9866
H 1.5273 2.0357 -0.0194
H 1.0653 2.0145 1.4781
H 0.6428 -2.6467 -1.1270
H -0.9225 -2.0043 -0.9832
H 0.1485 -1.8290 0.2681
H 0.6885 -1.4971 2.8118
O 0.1325 -1.3858 2.0346
*
```

And the Mulliken charges, in e, turn out to be: -0.733, -0.913, 0.273, -0.808, -0.435, -0.158, 0.404, 0.399, 0.340, 0.456, 0.293, 0.320, 0.372, 0.256, 0.294, 0.398, 0.380, 0.235, 0.331, -0.703

Entry 11:
This record from the Open Molecules 2025 dataset describes a gas-phase ion, C4H13N2O (charge +1) in a non-equilibrium geometry. The level of theory is ωB97M-V/def2-TZVPD.

Results
ΔE to the lowest compared entry with this formula, charge and spin (kcal/mol): 39.7
DFT total energy (Ha): -344.7035
SMILES string: N[C@@H](CO)CC[NH3+]
Molar mass (g mol⁻¹): 105.16
Frontier orbital gap (eV): 10.43

Geometry as ORCA input:
```
! wB97M-V def2-TZVPD RIJCOSX def2/J DEFGRID3
* xyz 1 1
N 0.6126 1.1824 -0.0834
C -0.4527 0.1998 0.0035
C -1.4961 0.2669 -1.1104
O -1.8589 1.5725 -1.4685
C 0.2155 -1.1919 -0.1465
C 1.4669 -1.5256 0.6880
N 1.3872 -0.5887 1.8923
H 0.2553 2.1227 0.0167
H 1.1324 1.0740 -0.9445
H -0.9519 0.2225 0.9831
H -1.0633 -0.1247 -2.0447
H -2.3070 -0.4241 -0.8628
H -2.3763 1.9644 -0.7576
H 0.4081 -1.3395 -1.2129
H -0.4858 -2.0131 0.0592
H 2.3768 -1.4007 0.1061
H 1.4156 -2.5231 1.1247
H 1.4262 0.3731 1.4648
H 2.0535 -0.6601 2.6612
H 0.4477 -0.6865 2.2914
*
```

And the Mulliken charges, in e, turn out to be: -0.516, 0.268, -0.954, -0.501, -0.861, -0.634, -0.300, 0.239, 0.230, 0.290, 0.363, 0.384, 0.339, 0.459, 0.421, 0.327, 0.373, 0.385, 0.350, 0.336

Entry 12:
This record from the Open Molecules 2025 dataset describes 2 unconnected molecules or ions with the total composition C4H13N2O in a non-equilibrium geometry. The level of theory is ωB97M-V/def2-TZVPD.

Results
ΔE to the lowest compared entry with this formula, charge and spin (kcal/mol): 25.5
DFT total energy (Ha): -344.7262
Molar mass (g mol⁻¹): 105.16
Frontier orbital gap (eV): 11.56

Geometry as ORCA input:
```
! wB97M-V def2-TZVPD RIJCOSX def2/J DEFGRID3
* xyz 1 1
C -0.7861 -2.8839 1.8180
C -0.1771 -1.5194 2.1098
C 0.4546 -0.8761 0.8138
N -0.1347 0.4708 0.6426
C -0.3781 1.0693 -0.4841
N -0.6152 2.3395 -0.7063
H -0.0154 -3.5892 1.5074
H -1.1605 -3.2674 2.7685
H -1.5743 -2.8553 1.0714
H -0.8875 -0.8293 2.5416
H 0.6533 -1.5893 2.8144
H 1.5168 -0.7451 0.9986
H 0.2935 -1.5380 -0.0296
H 0.0091 1.0061 1.4751
H -0.3562 0.4801 -1.3919
H -0.6030 2.6248 -1.6640
H -0.6786 3.1015 -0.0351
H 2.0381 1.5112 -3.9957
H 0.7351 0.8096 -3.9217
O 1.3646 1.2709 -3.3509
*
```

And the Mulliken charges, in e, turn out to be: -1.299, -0.373, -0.564, -0.188, 0.259, -0.288, 0.364, 0.359, 0.371, 0.338, 0.282, 0.300, 0.434, 0.267, 0.238, 0.268, 0.227, 0.316, 0.327, -0.637

Q: What is the formula in the eleventh record?
A: C4H13N2O

Q: DFT total energy of number 1 (C4H13N2)?
A: -269.4173 Ha

Q: What is the formula in the third record?
A: C4H13N2

Q: Look up the frontier orbital gap of the third one.
A: 10.30 eV